1.
Below is a structure of composition C15H23ClMoO in a non-equilibrium geometry, with properties calculated with the ωB97M-V functional and the def2-TZVPD basis.

Its expectation value of S² is 2.065. As for the total charge: +2. For the maximum force, the calculation gives 4.9 eV/Å. The calculation puts the LUMO energy (spin up / spin down) at -9.52 / -9.29 eV. As for the spin multiplicity: 3.

```
41
C15H23ClMoO, DFT the ωB97M-V functional and the def2-TZVPD basis
C -1.191 -2.177 -3.138
C -2.094 -1.267 -3.992
C -0.046 -2.726 -4.010
C -2.034 -3.352 -2.606
Cl -0.488 -1.241 -1.758
H -0.570 -3.273 -4.817
H 0.597 -3.419 -3.432
H 0.561 -1.903 -4.436
H -2.436 -1.938 -4.804
H -1.528 -0.413 -4.415
H -2.966 -0.903 -3.412
H -2.384 -3.849 -3.531
H -2.903 -2.995 -2.019
H -1.422 -4.053 -2.006
C 1.918 2.675 1.489
C 2.841 1.930 0.688
C 2.232 1.615 -0.582
H 3.880 1.788 0.950
C 0.866 2.097 -0.509
C 0.705 2.794 0.761
H -0.122 3.432 1.054
H 2.142 3.192 2.429
H 2.707 1.109 -1.434
H 0.158 2.105 -1.325
C 0.327 -0.169 3.429
C 1.646 0.268 3.696
C 2.533 -0.341 2.745
H 1.956 0.862 4.564
C 1.778 -1.320 1.969
C 0.375 -1.152 2.349
H -0.469 -1.732 1.959
H -0.542 0.039 4.055
H 3.627 -0.264 2.758
H 2.184 -2.044 1.254
Mo 1.084 0.584 0.983
C -2.177 2.984 2.327
O -1.861 1.607 2.568
H -2.097 3.136 1.251
H -1.459 3.656 2.814
H -3.193 3.245 2.656
H -2.134 1.415 3.480
```

2.
Below is an isolated molecule of C15H23ClN2O2 in a non-equilibrium geometry, with properties calculated with the ωB97M-V functional and the def2-TZVPD basis.

As for the total charge: 0. For the maximum force, the calculation gives 4.9 eV/Å. The calculation puts the LUMO energy at 0.74 eV. As for the spin multiplicity: 1.

```
43
C15H23ClN2O2, DFT the ωB97M-V functional and the def2-TZVPD basis
C -0.194 0.272 -4.023
C 0.181 1.439 -3.096
N -0.593 1.241 -1.822
C -2.007 1.614 -1.730
C -2.265 2.974 -2.322
C -0.037 0.217 -0.946
C 1.432 0.500 -0.463
N 1.596 1.651 0.458
C 0.609 1.710 1.515
C 0.680 0.595 2.443
C -0.558 0.103 2.873
C -0.700 -1.029 3.627
Cl -2.152 -1.740 4.009
C 0.503 -1.662 4.146
C 1.758 -1.098 3.912
C 1.856 0.085 3.166
O 3.031 0.594 2.828
C 4.145 0.237 3.645
O 3.919 -0.610 4.783
C 2.990 -1.686 4.528
H 0.344 0.352 -4.930
H 0.101 -0.665 -3.556
H -1.257 0.149 -4.133
H -0.035 2.381 -3.582
H 1.213 1.426 -2.896
H -2.706 0.944 -2.100
H -2.234 1.778 -0.655
H -3.299 3.198 -2.265
H -2.124 2.934 -3.387
H -1.682 3.773 -1.815
H -0.055 -0.726 -1.352
H -0.749 0.179 -0.063
H 1.725 -0.490 -0.010
H 2.233 0.580 -1.255
H 1.757 2.533 0.023
H 1.075 2.474 2.064
H -0.406 2.072 1.240
H -1.593 0.585 2.689
H 0.330 -2.503 4.812
H 4.539 1.153 4.084
H 4.911 -0.115 3.003
H 3.603 -2.325 3.902
H 2.870 -2.340 5.407
```

3.
Below is a structure of composition C15H23LaN6O3 in a non-equilibrium geometry, with properties calculated with the ωB97M-V functional and the def2-TZVPD basis.

As for the total charge: +2. For the maximum force, the calculation gives 1.9 eV/Å. The calculation puts the LUMO energy at -6.85 eV. As for the spin multiplicity: 1.

```
48
C15H23LaN6O3, DFT the ωB97M-V functional and the def2-TZVPD basis
La 0.186 -0.822 -0.823
C -2.813 -1.874 2.786
C -2.032 -1.336 1.629
N -0.985 -1.870 1.140
C -0.190 -2.995 1.636
C 1.187 -2.468 2.111
N 1.822 -1.472 1.192
C 3.123 -1.791 0.542
C 3.555 -0.647 -0.393
N 2.663 -0.503 -1.572
C 2.670 0.795 -2.314
C 1.944 1.971 -1.628
N 0.592 1.631 -1.136
C -0.333 2.458 -0.830
C -0.284 3.933 -1.041
C -1.591 1.857 -0.190
C -2.829 2.481 -0.155
C -3.882 1.811 0.457
C -3.688 0.568 1.052
C -2.426 0.001 0.992
N -1.431 0.657 0.376
H -3.152 -2.889 2.574
H -3.675 -1.262 3.031
H -2.171 -1.911 3.669
H -0.060 -3.709 0.817
H -0.665 -3.535 2.457
H 1.863 -3.307 2.280
H 1.037 -1.980 3.073
H 1.977 -0.628 1.735
H 3.023 -2.728 -0.014
H 3.913 -1.940 1.281
H 4.589 -0.804 -0.708
H 3.542 0.295 0.164
H 2.904 -1.229 -2.241
H 2.193 0.599 -3.274
H 3.696 1.110 -2.522
H 1.911 2.789 -2.348
H 2.517 2.326 -0.766
H 0.740 4.301 -1.027
H -0.858 4.462 -0.283
H -0.713 4.175 -2.018
H -2.982 3.453 -0.602
H -4.862 2.267 0.478
H -4.511 0.062 1.535
O -2.030 0.387 -3.215
N -1.425 -0.560 -2.829
O -0.181 -0.767 -3.149
O -1.876 -1.365 -1.928
```

4.
Below is the ion C15H23N2O4P2S with charge +1 in a non-equilibrium geometry, with properties calculated with the ωB97M-V functional and the def2-TZVPD basis.

As for the total charge: +1. For the maximum force, the calculation gives 8.2 eV/Å. The calculation puts the LUMO energy at -4.62 eV. As for the spin multiplicity: 1.

```
47
C15H23N2O4P2S, DFT the ωB97M-V functional and the def2-TZVPD basis
C -2.989 0.768 -0.187
O -3.578 -0.170 0.780
C -2.555 -0.978 1.470
C -2.076 -2.156 0.430
C -0.454 -2.310 0.256
N 0.127 -1.665 -0.982
C -0.274 -1.738 -2.441
P -1.726 -2.725 -3.193
S -1.944 -4.466 -2.315
C 0.679 -0.899 -3.480
N 1.676 -0.345 -2.467
P 2.986 0.633 -3.177
O 2.997 0.279 -4.749
O 4.588 0.128 -2.601
O 2.758 2.358 -3.080
C 1.369 -0.778 -1.048
C 2.408 -0.272 0.111
C 1.746 0.636 1.303
C 2.646 0.758 2.708
C 2.139 1.601 4.021
C 0.669 2.374 3.951
C -0.241 2.299 2.550
C -1.682 3.099 2.608
C 0.319 1.440 1.252
H -2.135 0.318 -0.857
H -3.850 1.097 -0.930
H -2.517 1.736 0.323
H -1.687 -0.364 1.957
H -3.118 -1.516 2.374
H -2.675 -1.998 -0.564
H -2.464 -3.189 0.882
H -0.184 -3.468 0.351
H 0.061 -1.802 1.198
H -2.918 -1.885 -3.021
H -1.541 -2.856 -4.623
H 0.601 -0.776 -4.640
H 4.524 -0.856 -2.361
H 1.752 2.496 -3.136
H 2.841 -1.255 0.632
H 3.356 0.298 -0.307
H 3.711 0.227 2.794
H 2.816 1.656 4.994
H 0.255 2.990 4.878
H -1.645 3.893 3.498
H -2.509 2.312 2.945
H -1.957 3.678 1.629
H -0.306 1.392 0.265
```

5.
Below is an isolated molecule of C15H23N3O2S, with properties calculated with the ωB97M-V functional and the def2-TZVPD basis.

As for the total charge: 0. The calculation puts the energy relative to the best compared isomer or geometry (same formula, charge and spin) at 99.9 kJ/mol. For the maximum force, the calculation gives 0.7 eV/Å. The calculation puts the LUMO energy at 0.74 eV. As for the spin multiplicity: 1.

```
44
C15H23N3O2S, DFT the ωB97M-V functional and the def2-TZVPD basis
O 1.641 1.636 2.184
C 3.020 1.385 2.163
C 3.493 1.010 0.759
O 2.850 -0.195 0.401
C 3.064 -0.554 -0.944
C 2.378 -1.893 -1.262
N 0.969 -2.001 -0.959
C 0.162 -0.887 -1.414
C -1.314 -1.273 -1.327
N -1.650 -1.675 0.023
C -2.839 -1.411 0.607
S -3.541 -2.412 1.723
N -3.505 -0.274 0.227
C -2.931 0.991 0.029
C -1.686 1.316 0.561
C -1.151 2.574 0.361
C -1.853 3.522 -0.366
C -3.102 3.210 -0.877
C -3.644 1.954 -0.680
C -0.816 -2.757 0.493
C 0.648 -2.325 0.417
H 1.207 0.859 1.809
H 3.511 2.304 2.489
H 3.277 0.572 2.856
H 4.585 0.885 0.740
H 3.218 1.806 0.051
H 4.142 -0.655 -1.143
H 2.676 0.239 -1.603
H 2.891 -2.691 -0.723
H 2.505 -2.067 -2.337
H 0.412 -0.673 -2.455
H 0.329 0.024 -0.816
H -1.939 -0.441 -1.646
H -1.490 -2.128 -1.994
H -4.481 -0.273 0.495
H -1.160 0.588 1.158
H -0.193 2.817 0.796
H -1.435 4.505 -0.522
H -3.661 3.950 -1.430
H -4.622 1.710 -1.071
H -1.097 -2.999 1.519
H -0.965 -3.646 -0.133
H 1.281 -3.152 0.742
H 0.817 -1.474 1.096
```